A 6-piece molecular cluster, C15H35FN5O5 overall. Source: the OMol25 dataset; level of theory: wB97M-V/def2-TZVPD.

The geometry in XYZ format:
```
61
C15H35FN5O5, DFT wB97M-V/def2-TZVPD
F 0.13055 -0.35183 0.82193
C 2.19553 3.52084 -1.90106
C 1.70356 2.33227 -1.01852
O 2.46276 1.56965 -0.46977
N 0.43589 2.05774 -0.83914
C -0.69554 2.94981 -1.04131
H 3.00269 3.23737 -2.57651
H 2.56443 4.41817 -1.40425
H 1.47492 3.95747 -2.59255
H 0.27331 1.20871 -0.31681
H -0.48091 4.01016 -0.90832
H -1.45613 2.48892 -0.41108
H -1.07783 2.80565 -2.05184
C -2.64914 -2.19084 2.39894
C -3.34379 -1.55402 1.17364
O -4.58390 -1.62610 1.08059
N -2.60373 -0.84573 0.29632
C -3.07567 -0.22533 -0.96959
H -2.55497 -3.26476 2.23791
H -3.28906 -2.04439 3.26908
H -1.77316 -1.59560 2.65671
H -1.60501 -0.94339 0.41094
H -4.00227 0.32197 -0.79653
H -3.22345 -0.90585 -1.80814
H -2.34385 0.51805 -1.28574
C -0.94496 1.96890 3.31031
C 0.29221 2.75316 2.92506
O 1.41723 2.22084 2.73881
N 0.16069 4.05890 2.86727
C 1.21600 5.03189 2.54835
H -1.89349 2.35836 2.94058
H -0.98303 1.73663 4.37460
H -0.85163 0.98057 2.86018
H -0.75400 4.39727 3.12985
H 1.38572 5.69960 3.39301
H 0.90458 5.66401 1.71675
H 2.12963 4.50704 2.26922
C 2.87846 -1.55529 -3.21930
C 2.13519 -1.29945 -1.92188
O 2.71294 -1.34317 -0.80957
N 0.84716 -1.03655 -1.93166
C 0.12673 -0.40363 -3.06526
H 3.85579 -1.99565 -3.02176
H 3.05880 -0.62600 -3.75966
H 2.37694 -2.36832 -3.74424
H 0.46264 -0.82669 -1.02161
H 0.85109 0.15928 -3.65394
H -0.68471 0.22794 -2.70359
H -0.18070 -1.20306 -3.73942
C 1.31192 -5.09594 1.10447
C 0.92439 -3.62122 1.03054
O 1.63293 -2.80170 1.63258
N -0.04940 -3.17779 0.24318
C -0.79841 -3.78433 -0.82650
H 0.74537 -5.71377 0.40775
H 1.20459 -5.49409 2.11345
H 2.34764 -5.23574 0.79486
H -0.17372 -2.18239 0.36074
H -0.90302 -3.10328 -1.67108
H -1.80203 -3.98980 -0.45414
H -0.44478 -4.75546 -1.17284
```

Calculated values
<S²>: 0.7503
Spin multiplicity: 2
Net charge: -2
LUMO (alpha / beta) (hartree): 0.173 / 0.171
HOMO (alpha / beta) (eV): 2.937 / -3.020
E_tot (eV): -36527.359